(1)
C19H33Cl2F6O6PSi2 | wB97M-V/def2-TZVPD

The geometry in XYZ format:
```
69
Properties=species:S:1:pos:R:3
C -7.35338 -2.94540 -1.44954
C -6.48226 -1.84884 -2.36351
C -4.90221 -2.19666 -2.09945
Cl -4.42818 -1.37911 -0.49448
Si -3.72134 -1.81068 -3.57131
O -3.04701 -0.18452 -3.57646
Si -1.53372 -0.08752 -2.68808
C 0.01749 -0.69529 -3.71688
C 0.13981 -2.33048 -3.80109
C 1.69640 -2.88995 -3.56274
F 1.79592 -3.10617 -2.07069
C -1.29406 1.81598 -2.26494
C 0.26423 2.21581 -1.95160
C 0.65198 1.63555 -0.46822
C 1.94310 2.36195 0.24127
F 1.88440 3.85311 0.19094
F 3.24077 1.90762 -0.36278
C 1.99503 1.96988 1.85959
F 3.13645 2.67617 2.53952
F 2.19452 0.49433 2.00719
F 0.72045 2.30613 2.55158
P -4.59431 -2.14059 -5.56789
O -3.33014 -1.73136 -6.70992
Cl -6.19023 -0.80635 -5.99452
H -7.42112 -4.00301 -1.95782
H -8.42005 -2.54953 -1.17156
H -6.76475 -3.07198 -0.42737
H -6.83664 -1.94648 -3.47450
H -6.71558 -0.79111 -1.88671
H -4.84685 -3.37436 -1.92136
H -2.59612 -2.77369 -3.45630
H -1.52083 -0.88078 -1.45189
H -0.14440 -0.27541 -4.80289
H 1.03703 -0.26599 -3.29006
H -0.48465 -2.79805 -2.90023
H -0.22813 -2.74421 -4.85281
H 1.81200 -3.98397 -4.02633
H 2.51567 -2.14685 -3.94784
H -1.97023 2.16045 -1.37196
H -1.62038 2.42161 -3.23031
H 1.00153 1.90867 -2.80711
H 0.29434 3.40666 -1.87809
H 0.84904 0.48133 -0.54988
H -0.30007 1.80266 0.22432
H -2.55146 -2.35969 -6.65014
O 8.22076 3.65603 6.20711
C 7.25748 4.11272 5.61405
O 7.13300 5.41969 5.23919
C 5.84091 5.62226 4.66890
C 5.38649 4.25847 4.21890
C 6.02777 3.34538 5.23303
H 5.18385 6.04764 5.43472
H 5.91262 6.32468 3.83338
H 4.29868 4.16185 4.16921
H 5.79128 4.04255 3.22264
H 5.39915 3.21512 6.11828
H 6.28622 2.37838 4.79540
O -1.58114 -2.81465 1.28577
C -0.90069 -2.46438 2.23576
O -0.90849 -1.20621 2.76598
C 0.08282 -1.12292 3.78879
C 0.32215 -2.54393 4.22739
C 0.09133 -3.32463 2.95828
H 0.98174 -0.66098 3.36724
H -0.28494 -0.49927 4.60881
H 1.31299 -2.69908 4.66249
H -0.42534 -2.83183 4.97666
H 1.00152 -3.40255 2.35721
H -0.32221 -4.31427 3.16566
```

Results
highest occupied orbital energy = -0.3227 Eh
frontier orbital gap = 8.537 eV

How positive or negative is each atom? The Löwdin charges in e answer that: number 1, C, carries -0.153; number 2, C, carries -0.309; number 3, C, carries -0.751; number 4, Cl, carries 0.523; number 5, Si, carries 0.331; number 6, O, carries -0.429; number 7, Si, carries 0.526; number 8, C, carries -0.281; number 9, C, carries -0.244; number 10, C, carries -0.126; number 11, F, carries -0.174; number 12, C, carries -0.274; number 13, C, carries -0.243; number 14, C, carries -0.096; number 15, C, carries -0.179; number 16, F, carries -0.001; number 17, F, carries -0.005; number 18, C, carries -0.138; number 19, F, carries 0.016; number 20, F, carries 0.014; number 21, F, carries 0.032; number 22, P, carries 0.417; number 23, O, carries -0.452; number 24, Cl, carries 0.136; number 25, H, carries 0.082; number 26, H, carries 0.077; number 27, H, carries 0.069; number 28, H, carries 0.063; number 29, H, carries 0.113; number 30, H, carries 0.101; number 31, H, carries -0.008; number 32, H, carries 0.001; number 33, H, carries 0.093; number 34, H, carries 0.084; number 35, H, carries 0.091; number 36, H, carries 0.113; number 37, H, carries 0.128; number 38, H, carries 0.122; number 39, H, carries 0.093; number 40, H, carries 0.100; number 41, H, carries 0.110; number 42, H, carries 0.126; number 43, H, carries 0.140; number 44, H, carries 0.148; number 45, H, carries 0.056; number 46, O, carries 0.100; number 47, C, carries -0.460; number 48, O, carries 0.028; number 49, C, carries -0.170; number 50, C, carries -0.179; number 51, C, carries -0.087; number 52, H, carries 0.129; number 53, H, carries 0.129; number 54, H, carries 0.106; number 55, H, carries 0.126; number 56, H, carries 0.137; number 57, H, carries 0.132; number 58, O, carries 0.081; number 59, C, carries -0.459; number 60, O, carries 0.026; number 61, C, carries -0.175; number 62, C, carries -0.166; number 63, C, carries -0.085; number 64, H, carries 0.102; number 65, H, carries 0.132; number 66, H, carries 0.122; number 67, H, carries 0.123; number 68, H, carries 0.138; number 69, H, carries 0.132

(2)
C19H33ClIN2O8 | wB97M-V/def2-TZVPD

The geometry in XYZ format:
```
64
Properties=species:S:1:pos:R:3
C -0.05246 2.64006 0.71436
C -1.11906 3.15485 0.11297
C -1.16501 3.32031 -1.34343
C -1.76202 2.56795 -2.30528
I -2.82665 0.86366 -1.96916
N -1.50510 3.13689 -3.53478
C -1.96988 2.60869 -4.81918
C -0.75820 4.23501 -3.36301
C -0.24083 5.13513 -4.43197
O 0.92398 4.63686 -5.06520
O 1.86246 4.29796 -4.04126
N -0.54481 4.34579 -2.04596
Cl 0.35258 5.57160 -1.34052
H -0.01303 2.48480 1.78389
H 0.79842 2.30082 0.13236
H -2.01248 3.41666 0.66985
H -1.34759 2.99935 -5.61861
H -1.89692 1.52400 -4.78332
H -3.01340 2.88616 -4.96931
H -0.97210 5.20173 -5.23957
H -0.06507 6.13033 -4.01549
H 1.97496 3.34793 -4.19411
O -0.97800 0.04216 1.43285
C -1.32252 -1.11446 1.47746
O -2.64246 -1.37328 1.44413
C -3.16340 -2.70881 1.32856
C -3.24498 -3.41181 2.66572
C -0.34051 -2.24454 1.63278
H -2.58671 -3.27683 0.59819
H -4.16147 -2.56853 0.91654
H -2.25916 -3.55266 3.10733
H -3.70654 -4.39151 2.54463
H -3.84730 -2.82750 3.36104
H -0.10190 -2.34141 2.69310
H 0.56905 -1.99603 1.09693
H -0.68831 -3.20112 1.25903
O 3.11964 -1.43874 5.63711
C 2.20761 -0.67305 5.76396
O 1.01130 -1.01056 5.23005
C -0.16984 -0.22421 5.40351
C -0.25957 0.88512 4.37704
C 2.37419 0.66878 6.44052
H -0.24731 0.14509 6.42633
H -0.98574 -0.93150 5.26049
H 0.55337 1.60428 4.49542
H -1.20678 1.41792 4.47071
H -0.19631 0.46307 3.37390
H 2.77533 1.37029 5.70938
H 3.10399 0.55079 7.23655
H 1.46231 1.08376 6.86017
O 1.37772 -3.84377 -0.45518
C 1.86659 -3.50138 -1.49556
O 1.07222 -2.87186 -2.39366
C 1.57673 -2.33004 -3.61778
C 1.66755 -3.36872 -4.71534
C 3.30209 -3.81055 -1.84420
H 2.53050 -1.82796 -3.44969
H 0.85211 -1.56108 -3.88684
H 2.37696 -4.15656 -4.46436
H 1.99023 -2.90596 -5.64827
H 0.69433 -3.83218 -4.87430
H 3.34352 -4.82796 -2.23240
H 3.88331 -3.77240 -0.92706
H 3.75036 -3.14077 -2.57207
```

Results
highest occupied orbital energy = -0.4274 Eh
charge = +1
frontier orbital gap = 8.681 eV

How positive or negative is each atom? The Löwdin charges in e answer that: number 1, C, carries 0.062; number 2, C, carries -0.148; number 3, C, carries -0.300; number 4, C, carries -0.677; number 5, I, carries 1.105; number 6, N, carries -0.059; number 7, C, carries 0.008; number 8, C, carries -0.232; number 9, C, carries -0.119; number 10, O, carries -0.107; number 11, O, carries -0.008; number 12, N, carries -0.370; number 13, Cl, carries 0.892; number 14, H, carries 0.066; number 15, H, carries 0.090; number 16, H, carries 0.122; number 17, H, carries 0.099; number 18, H, carries 0.071; number 19, H, carries 0.113; number 20, H, carries 0.146; number 21, H, carries 0.124; number 22, H, carries 0.116; number 23, O, carries 0.035; number 24, C, carries -0.514; number 25, O, carries -0.014; number 26, C, carries -0.227; number 27, C, carries -0.057; number 28, C, carries 0.030; number 29, H, carries 0.116; number 30, H, carries 0.122; number 31, H, carries 0.071; number 32, H, carries 0.086; number 33, H, carries 0.085; number 34, H, carries 0.100; number 35, H, carries 0.083; number 36, H, carries 0.071; number 37, O, carries 0.113; number 38, C, carries -0.526; number 39, O, carries -0.011; number 40, C, carries -0.232; number 41, C, carries -0.063; number 42, C, carries 0.014; number 43, H, carries 0.112; number 44, H, carries 0.120; number 45, H, carries 0.072; number 46, H, carries 0.090; number 47, H, carries 0.045; number 48, H, carries 0.094; number 49, H, carries 0.093; number 50, H, carries 0.069; number 51, O, carries 0.104; number 52, C, carries -0.514; number 53, O, carries -0.008; number 54, C, carries -0.246; number 55, C, carries -0.059; number 56, C, carries 0.020; number 57, H, carries 0.110; number 58, H, carries 0.114; number 59, H, carries 0.072; number 60, H, carries 0.083; number 61, H, carries 0.085; number 62, H, carries 0.101; number 63, H, carries 0.096; number 64, H, carries 0.070

- Look up the highest occupied orbital energy of the first one.
  -0.3227 Eh